1.
Formula: C26H35BrLaN4O4S2
Source: the Open Molecules 2025 dataset
Level of theory: ωB97M-V/def2-TZVPD

Each line ends with the Mulliken charge.
Geometry (Å):
La1 -0.1445 -0.1336 0.0891  1.3943
O1 -2.0234 5.2539 0.9239  -0.6571
C1 -0.7784 5.3619 0.4253  0.5167
C2 -0.2522 6.6506 0.3268  -0.6881
C3 1.0165 6.8475 -0.1716  -0.2843
C4 1.7984 5.7697 -0.5904  -0.8643
C5 1.2775 4.4991 -0.5045  -0.5464
C6 -0.0086 4.2635 0.0009  0.3801
C7 -0.4922 2.8788 0.0634  1.0168
O2 0.2795 1.9349 -0.4325  -0.6632
N1 -1.6564 2.6665 0.6232  -0.6144
N2 -2.0755 1.3142 0.7350  -0.5296
C8 -3.3519 1.2005 0.6969  0.4099
S1 -4.4375 2.5203 0.3733  -0.0349
C9 -5.9432 1.5826 0.7277  -0.6123
C10 -5.7119 0.1347 0.3283  -0.5860
S2 -4.1195 -0.3432 1.0344  -0.2155
H1 -2.2328 4.2990 0.9835  0.5705
H2 -0.8665 7.4774 0.6552  0.4428
H3 1.4073 7.8551 -0.2366  0.3865
H4 2.7941 5.9315 -0.9773  0.4208
H5 1.8588 3.6496 -0.8354  0.4017
H6 -6.7534 2.0244 0.1496  0.4019
H7 -6.1799 1.6591 1.7881  0.3349
H8 -5.6928 0.0177 -0.7544  0.3228
H9 -6.4673 -0.5249 0.7529  0.4531
C11 6.2843 -5.1164 1.3348  -1.6041
C12 6.0625 -4.2083 0.1187  1.8488
C13 6.2062 -5.0404 -1.1622  -1.5961
C14 7.1351 -3.1222 0.1208  -2.1853
C15 4.6569 -3.6078 0.1766  -0.3216
C16 4.4191 -2.2380 0.2157  -0.1956
C17 3.1105 -1.8087 0.2681  0.1058
Br1 2.7856 0.0743 0.2859  -0.3192
C18 1.9929 -2.6434 0.2910  1.5779
O3 0.7777 -2.0549 0.3521  -1.0230
C19 2.2170 -4.0225 0.2431  -0.9165
C20 3.5470 -4.4451 0.1890  -0.1999
C21 1.1365 -5.1165 0.2392  2.1223
C22 -0.3045 -4.6009 0.2812  -2.0674
C23 1.2807 -5.9485 -1.0429  -1.6085
C24 1.3418 -6.0202 1.4629  -1.7253
H10 7.2812 -5.5585 1.2909  0.4632
H11 5.5624 -5.9337 1.3665  0.3074
H12 6.2008 -4.5587 2.2691  0.3654
H13 7.2059 -5.4744 -1.2197  0.4614
H14 6.0510 -4.4282 -2.0525  0.3592
H15 5.4890 -5.8619 -1.1893  0.3170
H16 8.1224 -3.5841 0.0794  0.4151
H17 7.0987 -2.5126 1.0258  0.4103
H18 7.0502 -2.4592 -0.7428  0.4024
H19 5.2248 -1.5196 0.2039  0.6172
H20 3.7277 -5.5117 0.1557  0.3326
H21 -0.5370 -3.9770 -0.5827  0.2617
H22 -0.5199 -4.0205 1.1766  0.2965
H23 -0.9696 -5.4680 0.2676  0.5871
H24 1.1475 -5.3225 -1.9291  0.2823
H25 0.5215 -6.7335 -1.0612  0.4771
H26 2.2544 -6.4305 -1.1263  0.3061
H27 1.2857 -5.4451 2.3885  0.3846
H28 2.3066 -6.5268 1.4446  0.3155
H29 0.5668 -6.7890 1.4926  0.4647
C25 0.0686 -2.0902 -3.6578  -0.8425
N3 -1.1930 -2.6282 -3.1692  -0.1301
C26 -1.8646 -2.0647 -2.1637  0.5417
N4 -2.9825 -2.6419 -1.6969  -0.2490
O4 -1.4604 -0.9834 -1.6525  -0.5301
H30 0.2938 -2.5617 -4.6105  0.3544
H31 0.8833 -2.3007 -2.9626  0.1948
H32 -0.0210 -1.0188 -3.8175  0.3061
H33 -1.5103 -3.5154 -3.5219  0.2094
H34 -3.2935 -3.5414 -2.0180  0.1934
H35 -3.4304 -2.2104 -0.9047  0.0761

HOMO energy	-10.290	eV
charge	+1
LUMO	-2.68	eV
HOMO-LUMO gap	7.608	eV
2S+1	1

2.
Formula: C26H35N2O3PPdSi
Source: the Open Molecules 2025 dataset
Level of theory: ωB97M-V/def2-TZVPD

Each line ends with the natural charge from an NBO analysis.
Geometry (Å):
Pd1 -0.8382 0.0143 -1.0027  0.7527
C1 -0.8559 4.5371 -4.3783  -0.2677
O1 -1.0889 3.1445 -4.2829  -0.4901
C2 -0.9924 2.4906 -3.1133  0.9002
O2 -1.3885 1.3558 -3.0375  -0.6163
N1 -0.4945 3.2016 -2.0482  -0.4972
N2 -0.2170 2.4914 -0.8692  -0.6734
H1 -1.1274 4.8006 -5.3987  0.2147
H2 0.1966 4.7929 -4.2191  0.1767
H3 -1.4888 5.0871 -3.6772  0.1863
H4 0.0656 4.0295 -2.2292  0.3798
H5 -0.4887 3.0226 -0.0470  0.3817
H6 0.7658 2.2048 -0.8156  0.3924
C3 -1.2581 -3.7126 0.8325  -0.6530
C4 -0.3597 -3.4502 1.9987  0.0235
C5 0.1282 -4.4903 2.7725  -0.2034
C6 0.9432 -4.2426 3.8652  -0.1828
C7 1.2717 -2.9413 4.2038  -0.2243
C8 0.8049 -1.8889 3.4387  -0.1899
C9 -0.0115 -2.1332 2.3337  -0.3644
P1 -0.5906 -0.8076 1.2220  1.0061
C10 0.2755 0.6925 1.7956  -0.3616
C11 -0.4254 1.7827 2.3091  -0.2045
C12 0.2263 2.9734 2.5917  -0.2449
C13 1.5973 3.0670 2.4087  -0.2016
C14 2.2970 1.9835 1.9045  -0.2150
C15 1.6564 0.8040 1.5492  0.0193
C16 2.4106 -0.3100 0.8987  -0.6886
C17 -2.3075 -0.6147 1.8174  -0.3733
C18 -2.6333 -0.7700 3.1604  -0.1905
C19 -3.9360 -0.5856 3.5885  -0.2251
C20 -4.9150 -0.2376 2.6693  -0.1884
C21 -4.5921 -0.0747 1.3360  -0.2075
C22 -3.2867 -0.2704 0.8723  -0.0132
C23 -2.9630 -0.1216 -0.5639  -0.5553
H7 -1.2922 -4.7752 0.6027  0.2243
H8 -0.9100 -3.1623 -0.0497  0.2415
H9 -2.2719 -3.3760 1.0596  0.2298
H10 -0.1221 -5.5092 2.5112  0.2133
H11 1.3201 -5.0694 4.4485  0.2163
H12 1.8969 -2.7472 5.0642  0.2177
H13 1.0615 -0.8718 3.7073  0.2260
H14 -1.4871 1.6937 2.4931  0.2291
H15 -0.3297 3.8220 2.9673  0.2173
H16 2.1216 3.9764 2.6675  0.2161
H17 3.3670 2.0601 1.7756  0.2154
H18 3.4292 -0.0080 0.6691  0.2228
H19 1.9129 -0.5832 -0.0405  0.2919
H20 2.4531 -1.1969 1.5286  0.2247
H21 -1.8621 -1.0232 3.8753  0.2221
H22 -4.1906 -0.7062 4.6308  0.2160
H23 -5.9365 -0.1023 2.9963  0.2150
H24 -5.3666 0.1894 0.6312  0.2124
H25 -3.5152 0.7194 -1.0038  0.2096
H26 -3.1952 -1.0459 -1.1269  0.2157
C24 1.3710 -1.0561 -4.8213  -1.1250
Si1 2.1997 -0.4976 -3.1772  1.9111
C25 3.1755 1.0820 -3.7041  -1.1261
C26 3.5213 -1.8277 -2.7371  -1.1265
O3 1.1819 -0.2223 -2.0264  -1.3780
H27 2.1082 -1.2068 -5.6021  0.2163
H28 0.6662 -0.2986 -5.1496  0.2243
H29 0.8245 -1.9815 -4.6778  0.2204
H30 3.9482 0.8312 -4.4259  0.2214
H31 3.6609 1.5609 -2.8566  0.2117
H32 2.5146 1.8071 -4.1729  0.2102
H33 4.0468 -2.1673 -3.6247  0.2220
H34 3.0582 -2.6953 -2.2758  0.2227
H35 4.2599 -1.4367 -2.0418  0.2169

HOMO energy (alpha / beta)	-7.939 / -7.939	eV
LUMO (alpha / beta)	-0.34 / -0.34	eV
HOMO-LUMO gap (alpha / beta)	7.600 / 7.598	eV
2S+1	1

Table of molar mass (Da), in record order: 750.53, 589.06